{"formula": "C5H10O", "method": "the ωB97M-V functional and the def2-TZVPD basis", "molar_mass_g_mol": 86.13, "gap_ha": 0.232, "relative_energy_kj_mol": 529.9, "total_energy_ha": -271.5508, "homo_ev": -7.2, "lumo_ha": -0.0325, "symbols": ["C", "C", "C", "O", "C", "C", "H", "H", "H", "H", "H", "H", "H", "H", "H", "H"], "coordinates": [[1.3107, 2.0265, -0.4428], [0.8588, 0.9874, 0.5728], [-1.4622, -2.0958, -0.2623], [-1.8031, -1.4249, -1.4047], [-0.7178, -1.1005, 0.6789], [0.1377, -0.1839, -0.0798], [1.9538, 1.6057, -1.1551], [0.4550, 2.4253, -1.0045], [1.8623, 2.8948, 0.0095], [1.6985, 0.7148, 1.2446], [0.1597, 1.4338, 1.2307], [-0.7519, -2.9716, -0.4928], [-2.3153, -2.5145, 0.2627], [0.2120, -0.4143, -1.1199], [-0.5252, -1.3698, 1.7057], [-1.0731, -0.0130, 0.2571]]}